one.
# C7H11N3S

The molecule C7H11N3S (ωB97M-V with the def2-TZVPD basis set, OMol25).

The HOMO-LUMO gap comes out at 8.66 eV. The calculation puts the HOMO energy at -0.31825 Ha.

Geometry (Å):
C  0.1105  -1.7232  -1.8150
C  0.5268  -0.1565  0.3406
C  -0.2469  0.4844  -0.9216
C  -0.8445  0.8749  2.0136
C  1.6168  0.2445  2.5199
C  -1.1464  -0.2290  -3.1146
C  0.6253  0.7663  1.4446
N  0.6839  -2.2266  -0.7735
N  0.8494  -1.3809  0.4032
N  -0.4399  -0.4222  -1.9010
S  -0.7793  2.0224  -0.8853
H  -0.0156  -2.2496  -2.7515
H  -1.4852  1.6357  1.5340
H  -0.7614  1.1355  3.1047
H  -1.2000  -0.1625  1.8791
H  1.4320  -0.8453  2.8702
H  1.5059  1.0262  3.2323
H  2.6544  0.1046  2.0612
H  -1.8112  -1.1961  -3.3736
H  -1.8052  0.6634  -3.0041
H  -0.6117  -0.0954  -3.9855
H  1.1423  1.7295  1.1222



two.
# C7H11N3S

A structure of composition C7H11N3S (ωB97M-V with the def2-TZVPD basis set, OMol25).

The HOMO-LUMO gap comes out at 9.37 eV. The calculation puts the HOMO energy at -0.31868 Ha.

Geometry (Å):
C  2.7336  -0.2721  2.6746
C  1.4732  0.2293  2.0579
C  -0.1580  0.6341  0.7698
C  -1.1054  0.5294  -0.3346
C  -1.4595  -0.9987  -0.6143
C  -1.0088  -1.1010  -2.0650
C  -0.5863  1.0290  -1.7262
H  3.1169  -1.2507  1.8509
H  2.6943  -0.4558  3.9352
H  3.6612  0.7982  2.5342
H  -1.9250  1.2749  -0.3298
H  -2.5599  -1.2582  -0.1868
H  -0.9084  -1.7086  0.0316
H  0.0237  -1.4779  -2.1068
H  -1.6353  -1.7489  -2.6209
H  -2.0753  0.5637  -3.1893
H  -0.6119  2.0718  -2.0559
H  0.4578  0.7898  -1.7388
N  0.6070  0.7855  2.9835
N  0.9658  -0.0486  0.7646
N  -1.1042  0.1739  -2.7286
S  -0.5956  1.4410  2.0947



three.
# C7H11N3S

The molecule C7H11N3S (ωB97M-V with the def2-TZVPD basis set, OMol25).

The HOMO-LUMO gap comes out at 9.16 eV. The calculation puts the HOMO energy at -0.30800 Ha.

Geometry (Å):
C  0.7307  -2.3249  -2.0648
C  -0.6822  -2.4813  -1.7626
C  1.2236  -1.5621  -0.9826
C  0.6817  0.6761  1.3171
C  -1.3477  1.0463  -0.0086
C  0.0023  2.9605  0.7828
C  0.3051  -0.9559  1.2693
N  -0.8884  -1.9954  -0.5349
N  0.2721  -1.5151  -0.0623
N  -0.1069  1.5037  0.6707
S  1.9930  1.2004  2.1481
H  1.0673  -2.4311  -3.0495
H  -1.4370  -2.7583  -2.3282
H  2.2814  -1.3070  -0.6289
H  -2.1868  0.8197  0.6387
H  -1.7935  1.6288  -0.7119
H  -1.0191  0.1718  -0.5375
H  0.9087  3.0757  1.3388
H  0.2356  3.3151  -0.2505
H  -0.8910  3.4390  1.2584
H  -0.6118  -1.2500  1.8113
H  1.2626  -1.2562  1.6871



Result of the stability comparison: three is the most stable of them.



one.
# C4H11NO2S

A cluster of 2 separate species, C4H11NO2S in total (ωB97M-V with the def2-TZVPD basis set, OMol25).

The HOMO-LUMO gap comes out at 9.44 eV. The calculation puts the HOMO energy at -0.32276 Ha.

Geometry (Å):
C  0.0247  0.4736  1.5641
N  -0.9913  1.1419  0.7296
C  -0.5892  1.7532  -0.4262
O  -1.2130  2.6216  -0.9997
C  0.5968  -0.7894  0.9108
C  -0.5124  -1.8397  0.6711
S  -1.0163  -1.8850  -1.0872
H  0.8279  1.1775  1.8215
H  -0.4657  0.1565  2.4746
H  -1.6635  1.6788  1.2618
H  0.3506  1.3779  -0.8529
H  1.0755  -0.5868  -0.0499
H  1.2414  -1.2362  1.6595
H  -0.1128  -2.8165  0.9048
H  -1.3893  -1.6556  1.2962
H  -2.3143  -2.1484  -0.8962
H  1.8516  1.4629  -3.4480
H  2.5843  0.3515  -2.7339
O  1.7150  0.7621  -2.7999



two.
# C4H11NO2S

A cluster of 3 separate species, C4H11NO2S in total (ωB97M-V with the def2-TZVPD basis set, OMol25).

The HOMO-LUMO gap comes out at 5.02 eV. The calculation puts the HOMO energy at -0.33339 Ha.

Geometry (Å):
C  -0.1638  0.7444  0.1836
N  -0.9680  0.1577  1.2002
C  -2.3209  0.2449  0.9661
O  -2.7303  -0.3004  -0.3022
C  0.9858  -0.1724  -0.3033
C  1.9260  -0.6349  0.7958
S  4.5821  0.0947  -0.3033
H  -0.7568  1.0510  -0.6863
H  0.3106  1.6732  0.5270
H  -2.9220  -0.3369  1.6908
H  -2.6935  1.2851  0.9038
H  0.5236  -0.9969  -0.8454
H  1.5649  0.3361  -1.0793
H  1.6526  -0.3895  1.8170
H  2.1562  -1.6808  0.8341
H  2.9312  -0.1672  0.7158
H  -1.1082  -0.3439  -3.0077
H  -2.0278  -0.3981  -1.0307
O  -0.9415  -0.1662  -2.0762



Result of the stability comparison: one is the most stable of them.



one.
# ClH14O7

A cluster of 8 separate species, ClH14O7 in total (ωB97M-V with the def2-TZVPD basis set, OMol25).

The spin multiplicity is 2. The HOMO-LUMO gap (spin up / spin down) comes out at 11.68 / 5.04 eV. The calculation puts the HOMO energy (spin up / spin down) at -0.43640 / -0.43543 Ha.

Geometry (Å):
Cl  0.0593  0.3677  -0.0946
O  -1.0579  -1.7591  1.9475
H  -0.8941  -1.1856  1.1988
H  -0.3335  -1.5829  2.5478
O  -1.7211  2.8327  -1.3804
H  -1.5816  2.6368  -2.3069
H  -1.1696  2.2029  -0.9163
O  -2.2897  -1.0341  -1.7098
H  -1.9686  -1.8024  -2.1818
H  -1.5277  -0.7126  -1.2279
O  1.3860  2.9185  1.2272
H  1.2157  2.1301  0.7118
H  1.5447  3.6015  0.5756
O  2.0128  -2.4962  0.1798
H  1.7419  -1.5951  0.3557
H  1.3788  -3.0343  0.6540
O  -0.3370  1.1034  3.1610
H  0.0567  0.2548  3.3635
H  -0.1069  1.2625  2.2456
O  1.4199  -1.1267  -2.9933
H  1.2350  -2.0496  -3.1671
H  0.9368  -0.9322  -2.1902



two.
# ClH14O7

A cluster of 8 separate species, ClH14O7 in total (ωB97M-V with the def2-TZVPD basis set, OMol25).

The spin multiplicity is 2. The HOMO-LUMO gap (spin up / spin down) comes out at 11.74 / 5.19 eV. The calculation puts the HOMO energy (spin up / spin down) at -0.44075 / -0.43606 Ha.

Geometry (Å):
Cl  0.1468  -0.2705  -0.1968
O  -0.5969  3.1988  -0.9839
H  -0.5628  2.3211  -0.6033
H  0.2346  3.2911  -1.4490
O  -1.8512  -3.0316  -0.7120
H  -1.4006  -2.2411  -1.0092
H  -2.6168  -2.7074  -0.2378
O  3.1542  0.8920  -0.8982
H  3.2011  0.5595  -1.7945
H  2.3979  0.4465  -0.5163
O  -0.8310  -2.2803  2.2430
H  -0.4453  -1.5648  2.7484
H  -1.1037  -1.8734  1.4206
O  -2.0847  1.0409  1.4176
H  -1.3474  0.5843  1.0125
H  -2.8603  0.6350  1.0306
O  0.9285  -0.1260  -3.2831
H  0.5686  0.0193  -2.4081
H  0.5965  0.6055  -3.8037
O  1.8567  0.0833  2.7825
H  1.4094  -0.1773  1.9773
H  1.2065  0.5954  3.2633



Result of the stability comparison: two is the most stable of them.



one.
# C4H9NO

A cluster of 2 separate species, C4H9NO in total (ωB97M-V with the def2-TZVPD basis set, OMol25).

The HOMO-LUMO gap comes out at 8.72 eV. The calculation puts the HOMO energy at -0.32075 Ha.

Geometry (Å):
C  -0.8069  -1.9759  -0.1438
C  -0.0681  1.1244  -0.6913
C  -1.1281  1.5337  0.2609
C  1.2597  1.0456  -0.1644
O  1.6567  2.2151  -0.0888
N  2.0020  -0.0571  0.0994
H  -0.3688  -1.5943  0.7838
H  -0.3216  -2.9153  -0.4222
H  -1.8733  -2.1560  0.0131
H  -0.6830  -1.2448  -0.9515
H  -1.6055  2.4474  -0.1122
H  -1.9133  0.7675  0.1827
H  -0.8450  1.6698  1.3124
H  1.6963  -0.9496  -0.2587
H  2.9989  0.0895  0.1806



two.
# C4H9NO

The molecule C4H9NO (ωB97M-V with the def2-TZVPD basis set, OMol25).

The HOMO-LUMO gap comes out at 10.91 eV. The calculation puts the HOMO energy at -0.36321 Ha.

Geometry (Å):
C  0.6976  -1.3162  -1.3540
C  -0.0358  -0.8580  -0.1018
O  0.6202  -1.3768  1.0324
C  -0.1058  0.6755  -0.0372
C  -1.1714  1.3754  0.7134
N  0.1653  1.2382  1.2833
H  0.7757  -2.4073  -1.3651
H  0.1701  -0.9908  -2.2598
H  1.7119  -0.9019  -1.3620
H  -1.0671  -1.2468  -0.1362
H  0.6652  -0.6418  1.6698
H  0.3135  1.2005  -0.8956
H  -1.9419  0.7886  1.2111
H  -1.4911  2.3583  0.3721
H  0.6938  2.1031  1.2297



Result of the stability comparison: two is the most stable of them.



one.
# C4H9NO

A cluster of 2 separate species, C4H9NO in total (ωB97M-V with the def2-TZVPD basis set, OMol25).

The HOMO-LUMO gap comes out at 9.17 eV. The calculation puts the HOMO energy at -0.31460 Ha.

Geometry (Å):
C  1.5895  1.9128  1.6184
C  1.1721  1.4318  0.4271
N  1.8640  0.3948  -0.2746
H  2.2827  1.1651  2.2384
H  1.0253  2.6850  2.0916
H  0.3622  1.8598  -0.1541
H  2.5998  0.1132  0.3799
H  1.2578  -0.3824  -0.4627
C  -2.4523  -1.0063  -0.3447
C  -1.6425  -1.8882  -0.9694
O  -0.2936  -1.5240  -1.2808
H  -3.0720  -1.1933  0.5814
H  -2.4375  0.0266  -0.7736
H  -1.8083  -2.9198  -1.3391
H  -0.4472  -0.6751  -1.7379



two.
# C4H9NO

The molecule C4H9NO (ωB97M-V with the def2-TZVPD basis set, OMol25).

The HOMO-LUMO gap comes out at 10.74 eV. The calculation puts the HOMO energy at -0.35950 Ha.

Geometry (Å):
C  -1.8820  -1.1030  0.0959
C  -0.8947  -0.0137  -0.3798
C  -1.3897  1.2956  0.0953
C  0.4010  -0.1678  0.1842
H  -2.8849  -0.9646  -0.3742
H  -1.3792  -2.0327  0.0016
H  -2.0762  -0.9351  1.1337
H  -0.8249  -0.0879  -1.5100
H  -2.5143  1.4669  -0.0274
H  -0.7640  2.1161  -0.2130
H  -1.0805  1.3194  1.2417
H  0.4319  -0.2194  1.3250
H  2.4661  -0.0615  1.0637
N  1.4431  0.0219  -0.5068
O  2.6396  -0.1026  0.1166



three.
# C4H9NO

A structure of composition C4H9NO (ωB97M-V with the def2-TZVPD basis set, OMol25).

The HOMO-LUMO gap comes out at 10.31 eV. The calculation puts the HOMO energy at -0.34052 Ha.

Geometry (Å):
C  -2.1382  0.2899  0.3623
C  -1.2991  -0.5832  -0.5681
N  0.3448  0.1647  -1.0135
C  1.0040  -0.1418  0.1002
O  0.3657  -0.7549  0.9582
C  2.4492  0.1976  0.3961
H  -3.2062  0.1673  0.1150
H  -1.8836  1.3344  0.1909
H  -2.0178  0.0674  1.4291
H  -1.2845  -1.6258  -0.1894
H  -1.6339  -0.5679  -1.5834
H  0.8743  0.6809  -1.7502
H  2.9731  0.8074  -0.3427
H  2.9892  -0.7450  0.5322
H  2.4629  0.7090  1.3634



Result of the stability comparison: three is the most stable of them.